12
Properties=species:S:1:pos:R:3:forces:R:3:nbo_charge:R:1 method="wB97M-V/def2-TZVPD" energy_ha=-377.54075 homo_ev=-9.4869 smiles="O=c1cncccn1" homo_lumo_gap_ev=9.5
O 2.28973 -0.30800 1.12858 -2.904 1.090 -5.672 -0.557
C 1.58765 -0.15123 0.03561 0.051 -2.169 4.305 0.584
C 1.13043 1.05971 -0.74042 -1.638 1.044 0.870 0.063
N 0.00654 1.55697 -0.23912 0.316 -1.344 -0.414 -0.406
C -0.99345 0.87888 0.60848 1.563 1.159 -0.089 0.016
C -1.25052 -0.48208 0.43204 -2.242 0.787 0.824 -0.329
C -0.45160 -1.46287 -0.34155 -1.925 2.968 1.308 0.120
N 0.72640 -1.11110 -0.48711 5.530 -0.092 -0.152 -0.419
H 1.62742 1.41035 -1.72725 -0.948 -0.129 2.048 0.233
H -1.63505 1.67391 1.39713 1.969 -2.770 -2.873 0.257
H -2.26281 -0.73930 0.82456 0.982 -0.225 -0.230 0.227
H -0.77474 -2.32522 -0.89096 -0.754 -0.320 0.074 0.211